Record 1
Entry from OMol25: C3H7NO4 in the gas phase in a non-equilibrium geometry (wB97M-V/def2-TZVPD).

Its structure (SMILES) is NC(=O)C(O)(O)CO. The calculation puts the HOMO energy at -10.0124 eV. The HOMO-LUMO gap is 10.68 eV.

Geometry as XYZ:
```
15
Properties=species:S:1:pos:R:3:forces:R:3:nbo_charge:R:1
C 0.00605 0.10138 -0.48662 0.030 -0.978 0.563 0.39
C -1.10745 -0.40183 0.45950 -0.763 0.960 -0.550 -0.10
C 1.37311 -0.34561 0.12356 -0.684 0.671 -0.727 0.64
N 1.83890 0.49436 1.05796 0.158 0.210 0.285 -0.81
O -0.07869 1.48116 -0.54078 -1.809 0.608 -0.394 -0.72
O -0.18046 -0.45054 -1.76066 0.024 0.033 0.035 -0.72
O -2.34827 0.19121 -0.03329 0.206 -1.156 0.123 -0.74
O 1.89767 -1.37611 -0.23431 0.069 -0.364 -0.083 -0.62
H -1.07227 1.66253 -0.69246 2.012 -0.312 0.335 0.51
H 0.42665 -1.19436 -1.87068 0.197 -0.009 0.160 0.50
H -2.82889 -0.46368 -0.57449 0.520 0.488 0.269 0.49
H 1.40782 1.40120 1.14382 0.077 -0.042 -0.037 0.42
H 2.76181 0.34411 1.42942 -0.028 -0.029 0.035 0.41
H -0.97276 0.04514 1.44084 0.149 -0.126 0.151 0.19
H -1.12322 -1.48897 0.53819 -0.158 0.046 -0.166 0.19
```
Forces are in eV/Å.



Record 2
Entry from OMol25: 2 unconnected molecules or ions with the total composition C3H7NO4 in a non-equilibrium geometry (wB97M-V/def2-TZVPD).

Its structure (SMILES) is O=CNCC(=O)O.O. The calculation puts the HOMO energy at -10.3042 eV. The HOMO-LUMO gap is 10.64 eV.

Geometry as XYZ:
```
15
Properties=species:S:1:pos:R:3:forces:R:3:nbo_charge:R:1
C -1.34384 -1.33889 0.91847 0.052 0.068 1.071 0.53
N -0.53999 -0.33411 0.48715 -0.079 -0.579 -0.790 -0.62
C 0.64224 -0.62311 -0.33070 -0.440 1.507 1.127 -0.32
C 1.87220 -0.26133 0.50265 0.926 -0.768 -0.625 0.77
O 2.65979 0.59352 -0.18425 -0.261 0.900 -0.200 -0.70
O 2.17318 -0.75654 1.54533 -0.295 0.246 0.443 -0.56
O -2.34167 -1.16992 1.57683 -0.219 0.032 -0.262 -0.59
H -0.92817 -2.33607 0.73258 -0.026 -0.198 -0.323 0.11
H -0.89615 0.59130 0.67336 0.368 0.120 -0.035 0.40
H 0.62073 -1.68589 -0.53005 0.224 -0.103 -0.313 0.24
H 0.65799 0.01653 -1.21398 -0.109 -0.473 -0.205 0.23
H 3.28992 1.09431 0.36248 -0.097 -0.702 0.133 0.51
H -1.66482 1.37646 -1.30192 -0.088 -0.094 -0.183 0.46
H -2.30405 2.74415 -1.33057 -0.068 0.096 -0.110 0.47
O -1.89738 2.08959 -1.90737 0.112 -0.053 0.273 -0.93
```
Forces are in eV/Å.



What did the first record say?
Entry from OMol25: C3H7NO4 in the gas phase in a non-equilibrium geometry (wB97M-V/def2-TZVPD).

Its structure (SMILES) is NC(=O)C(O)(O)CO. The calculation puts the HOMO energy at -10.0124 eV. The HOMO-LUMO gap is 10.68 eV.

Geometry as XYZ:
```
15
Properties=species:S:1:pos:R:3:forces:R:3:nbo_charge:R:1
C 0.00605 0.10138 -0.48662 0.030 -0.978 0.563 0.39
C -1.10745 -0.40183 0.45950 -0.763 0.960 -0.550 -0.10
C 1.37311 -0.34561 0.12356 -0.684 0.671 -0.727 0.64
N 1.83890 0.49436 1.05796 0.158 0.210 0.285 -0.81
O -0.07869 1.48116 -0.54078 -1.809 0.608 -0.394 -0.72
O -0.18046 -0.45054 -1.76066 0.024 0.033 0.035 -0.72
O -2.34827 0.19121 -0.03329 0.206 -1.156 0.123 -0.74
O 1.89767 -1.37611 -0.23431 0.069 -0.364 -0.083 -0.62
H -1.07227 1.66253 -0.69246 2.012 -0.312 0.335 0.51
H 0.42665 -1.19436 -1.87068 0.197 -0.009 0.160 0.50
H -2.82889 -0.46368 -0.57449 0.520 0.488 0.269 0.49
H 1.40782 1.40120 1.14382 0.077 -0.042 -0.037 0.42
H 2.76181 0.34411 1.42942 -0.028 -0.029 0.035 0.41
H -0.97276 0.04514 1.44084 0.149 -0.126 0.151 0.19
H -1.12322 -1.48897 0.53819 -0.158 0.046 -0.166 0.19
```
Forces are in eV/Å.